C5H7NO | wB97M-V/def2-TZVPD

CARTESIAN COORDINATES (ANGSTROEM)
1 C 1.279 -0.901 -0.720
2 C 0.418 0.090 0.073
3 C -0.665 0.761 -0.801
4 C -1.503 1.858 -0.294
5 O -1.533 -1.375 3.037
6 C -0.236 -0.553 1.228
7 N -0.880 -0.948 2.110
8 H 2.072 -1.324 -0.096
9 H 1.746 -0.385 -1.565
10 H 0.671 -1.723 -1.112
11 H 1.064 0.882 0.475
12 H -0.170 1.355 -1.605
13 H -1.254 0.017 -1.357
14 H -1.009 2.246 0.628

Calculated values
HOMO level ... -9.1 eV
E_tot ... -324.4733 hartree
Total charge ... 0
ΔE to the lowest compared entry with this formula, charge and spin ... 659.48 kJ/mol

C5H7NO | wB97M-V/def2-TZVPD

CARTESIAN COORDINATES (ANGSTROEM)
1 N 2.209 -0.265 -0.949
2 C 1.135 -0.085 -0.063
3 O 0.685 -1.168 0.668
4 C -0.310 -1.128 -0.401
5 C -1.527 -0.461 0.250
6 C -0.969 0.871 0.761
7 C 0.303 0.982 -0.061
8 H 2.801 -1.011 -0.593
9 H 1.755 -0.654 -1.774
10 H -1.929 -1.144 1.007
11 H -2.290 -0.296 -0.517
12 H -0.725 0.844 1.828
13 H -1.639 1.717 0.590
14 H 0.501 1.800 -0.746

Calculated values
HOMO level ... -8.3 eV
E_tot ... -324.5503 hartree
Total charge ... 0
ΔE to the lowest compared entry with this formula, charge and spin ... 457.39 kJ/mol

C5H7NO | wB97M-V/def2-TZVPD

CARTESIAN COORDINATES (ANGSTROEM)
1 C 1.157 -1.118 -1.036
2 C 0.376 -0.451 0.106
3 C -0.125 0.914 -0.323
4 C -0.800 1.802 0.409
5 O -1.299 1.655 1.655
6 C -0.691 -1.348 0.583
7 N -1.497 -2.069 0.998
8 H 1.576 -2.082 -0.733
9 H 1.977 -0.458 -1.334
10 H 0.506 -1.275 -1.903
11 H 1.049 -0.325 0.966
12 H 0.183 1.232 -1.313
13 H -1.411 0.724 1.899
14 H -1.001 2.801 0.027

Calculated values
SMILES string ... C[C@H](C#N)/C=C\O
HOMO level ... -9.4 eV
E_tot ... -324.6822 hartree
Total charge ... 0
ΔE to the lowest compared entry with this formula, charge and spin ... 110.94 kJ/mol

C5H7NO | wB97M-V/def2-TZVPD

CARTESIAN COORDINATES (ANGSTROEM)
1 O 1.677 -0.466 -1.057
2 C 1.254 -0.101 0.194
3 C 0.466 1.177 0.328
4 C -0.936 0.906 -0.109
5 C -1.036 -0.596 -0.411
6 C -0.240 -0.723 0.849
7 N -0.519 0.695 1.309
8 H 0.764 -0.803 -1.569
9 H 1.957 -0.326 1.002
10 H 0.839 2.199 0.369
11 H -1.629 1.700 -0.374
12 H -0.383 -1.006 -1.437
13 H -1.962 -1.099 -0.662
14 H -0.252 -1.556 1.566

Calculated values
HOMO level ... -9.7 eV
E_tot ... -324.5538 hartree
Total charge ... 0
ΔE to the lowest compared entry with this formula, charge and spin ... 448.18 kJ/mol

C5H7NO | wB97M-V/def2-TZVPD

CARTESIAN COORDINATES (ANGSTROEM)
1 C 2.433 0.668 0.575
2 C 0.078 -0.888 -0.146
3 C 1.830 -0.548 -0.027
4 C -2.191 0.139 -0.047
5 C -0.657 0.386 -0.362
6 N 2.273 0.718 -0.686
7 O -0.336 -1.966 0.118
8 H 2.784 1.098 1.485
9 H 2.203 -1.557 -0.041
10 H -2.431 -1.035 -0.066
11 H -2.813 0.585 -0.669
12 H -2.480 0.413 0.901
13 H -0.131 1.113 0.359
14 H -0.563 0.875 -1.394

Calculated values
SMILES string ... CCC(=O)[C@@H]1C=N1
HOMO level ... -8.9 eV
E_tot ... -324.5729 hartree
Total charge ... 0
ΔE to the lowest compared entry with this formula, charge and spin ... 397.94 kJ/mol

C5H7NO | wB97M-V/def2-TZVPD

CARTESIAN COORDINATES (ANGSTROEM)
1 C 1.639 0.473 0.710
2 C 0.121 0.698 0.538
3 C -0.593 -0.164 -0.540
4 C -2.028 -0.497 -0.484
5 O -1.539 0.505 -1.357
6 C 0.342 -1.053 -1.218
7 N 1.301 -1.626 -1.519
8 H 1.979 -0.326 0.049
9 H 1.912 0.176 1.727
10 H 2.231 1.354 0.447
11 H -0.389 0.536 1.490
12 H -0.077 1.728 0.233
13 H -2.429 -1.385 -0.973
14 H -2.592 -0.139 0.378

Calculated values
SMILES string ... CC[C@@]1(C#N)CO1
HOMO level ... -11.2 eV
E_tot ... -324.6451 hartree
Total charge ... 0
ΔE to the lowest compared entry with this formula, charge and spin ... 208.49 kJ/mol

C5H7NO | wB97M-V/def2-TZVPD

CARTESIAN COORDINATES (ANGSTROEM)
1 C 0.568 1.466 1.209
2 C -0.130 0.346 0.555
3 C 0.260 -0.448 -0.458
4 N 1.556 -0.564 -1.020
5 C -0.912 -1.112 -0.936
6 C -1.902 -0.796 -0.050
7 O -1.436 0.070 0.876
8 H 0.864 1.213 2.224
9 H 1.462 1.688 0.619
10 H -0.061 2.361 1.231
11 H 1.505 -1.022 -1.929
12 H 2.087 -1.199 -0.429
13 H -0.933 -0.892 -1.984
14 H -2.930 -1.111 0.092

Calculated values
SMILES string ... Cc1occc1N
HOMO level ... -8.1 eV
E_tot ... -324.6535 hartree
Total charge ... 0
ΔE to the lowest compared entry with this formula, charge and spin ... 186.43 kJ/mol

C5H7NO | wB97M-V/def2-TZVPD

CARTESIAN COORDINATES (ANGSTROEM)
1 O 2.468 -1.596 -0.355
2 C 1.372 -1.989 -0.680
3 N 0.060 -0.821 -0.436
4 C 0.443 -0.040 0.481
5 C -0.015 1.350 0.677
6 C -1.333 1.615 0.129
7 C -2.434 1.775 -0.324
8 H 1.214 -2.292 -1.747
9 H -0.917 -0.787 -0.760
10 H 1.385 -0.298 0.974
11 H 0.322 -2.427 0.936
12 H 0.089 1.677 1.711
13 H 0.758 1.890 0.100
14 H -3.413 1.945 -0.706

Calculated values
HOMO level (alpha / beta) ... -7.3 / -7.2 eV
E_tot ... -324.4452 hartree
Total charge ... 0
ΔE to the lowest compared entry with this formula, charge and spin ... 733.17 kJ/mol

C5H7NO | wB97M-V/def2-TZVPD

CARTESIAN COORDINATES (ANGSTROEM)
1 C 0.760 1.609 -0.455
2 C 0.016 0.799 0.290
3 C 0.227 -0.626 0.573
4 N 1.464 -1.191 0.616
5 C -1.025 -1.158 0.634
6 C -2.025 -0.106 0.632
7 O -1.317 1.059 0.528
8 H 1.741 1.301 -0.800
9 H -0.999 0.537 -2.023
10 H 0.357 2.553 -0.803
11 H 1.507 -2.169 0.862
12 H 2.205 -0.638 1.021
13 H -1.273 -2.210 0.696
14 H -1.638 0.241 -1.771

Calculated values
HOMO level ... -8.3 eV
E_tot ... -324.5622 hartree
Total charge ... 0
ΔE to the lowest compared entry with this formula, charge and spin ... 425.91 kJ/mol

C5H7NO | wB97M-V/def2-TZVPD

CARTESIAN COORDINATES (ANGSTROEM)
1 O 1.683 -0.782 -0.975
2 C 1.135 -0.424 0.265
3 C 0.556 1.002 0.301
4 C -0.875 0.933 -0.136
5 C -1.180 -0.480 -0.573
6 C -0.278 -0.850 0.612
7 N -0.499 0.539 1.239
8 H 1.656 0.140 -1.214
9 H 1.855 -0.602 1.070
10 H 1.015 1.991 0.432
11 H -1.490 1.822 -0.280
12 H -0.898 -0.801 -1.581
13 H -2.218 -0.746 -0.360
14 H -0.462 -1.744 1.201

Calculated values
HOMO level ... -9.7 eV
E_tot ... -324.5979 hartree
Total charge ... 0
ΔE to the lowest compared entry with this formula, charge and spin ... 332.39 kJ/mol

C5H7NO | wB97M-V/def2-TZVPD

CARTESIAN COORDINATES (ANGSTROEM)
1 N 0.018 1.906 -1.825
2 C -0.037 1.067 -0.890
3 O -1.358 0.751 -0.034
4 C -1.182 -0.257 0.995
5 C 0.314 -0.510 0.921
6 C 0.752 -1.236 -0.282
7 C 1.018 0.232 -0.286
8 H -0.759 2.565 -1.867
9 H -1.774 -1.194 0.804
10 H -1.518 -0.001 2.034
11 H 0.884 -0.485 1.836
12 H -0.034 -1.544 -0.962
13 H 1.611 -1.877 -0.193
14 H 2.065 0.584 -0.251

Calculated values
SMILES string ... [H]/N=C1\OC[C@H]2C[C@@H]12
HOMO level ... -9.9 eV
E_tot ... -324.6392 hartree
Total charge ... 0
ΔE to the lowest compared entry with this formula, charge and spin ... 223.79 kJ/mol

C5H7NO | wB97M-V/def2-TZVPD

CARTESIAN COORDINATES (ANGSTROEM)
1 C -0.308 1.766 1.015
2 C -0.174 -0.931 -0.649
3 N -0.111 -1.949 -1.641
4 C 0.930 -0.117 -0.239
5 C 0.811 0.815 0.737
6 C -1.295 -0.831 0.076
7 O -2.372 -1.022 0.489
8 H 0.227 -2.837 -1.289
9 H 0.421 -1.663 -2.453
10 H 1.911 -0.474 -0.538
11 H 1.749 1.164 1.162
12 H -1.243 1.263 1.250
13 H -0.495 2.453 0.189
14 H -0.052 2.366 1.892

Calculated values
SMILES string ... C/C=C\C(N)=C=O
HOMO level ... -7.7 eV
E_tot ... -324.6308 hartree
Total charge ... 0
ΔE to the lowest compared entry with this formula, charge and spin ... 245.98 kJ/mol

C5H7NO | wB97M-V/def2-TZVPD

CARTESIAN COORDINATES (ANGSTROEM)
1 O 1.602 1.819 -0.673
2 C 1.156 0.711 -0.580
3 C 1.519 -0.563 0.194
4 N 0.125 -1.043 0.007
5 C -0.849 -0.362 0.917
6 C -1.402 0.486 -0.249
7 C -0.156 0.028 -1.010
8 H 2.211 -1.195 -0.376
9 H 1.879 -0.463 1.223
10 H -0.362 0.247 1.692
11 H -1.544 -1.054 1.400
12 H -1.520 1.561 -0.095
13 H -2.317 0.070 -0.678
14 H -0.223 -0.260 -2.064

Calculated values
SMILES string ... O=C1CN2CC[C@@H]12
HOMO level ... -9.5 eV
E_tot ... -324.6384 hartree
Total charge ... 0
ΔE to the lowest compared entry with this formula, charge and spin ... 226.00 kJ/mol

C5H7NO | wB97M-V/def2-TZVPD

CARTESIAN COORDINATES (ANGSTROEM)
1 N -1.757 -1.493 2.036
2 C -1.179 -1.053 1.020
3 O -1.380 -0.267 -0.056
4 C 0.325 0.596 -1.937
5 C 0.823 1.181 -0.668
6 C 1.079 0.059 0.360
7 C -0.042 -0.938 0.159
8 H -2.714 -1.144 2.086
9 H -0.351 1.329 -2.415
10 H 0.235 1.996 -0.222
11 H 1.776 1.632 -1.010
12 H 1.088 0.445 1.384
13 H 2.036 -0.440 0.175
14 H 0.131 -1.703 -0.593

Calculated values
HOMO level ... -9.0 eV
E_tot ... -324.5069 hartree
Total charge ... 0
ΔE to the lowest compared entry with this formula, charge and spin ... 571.11 kJ/mol

C5H7NO | wB97M-V/def2-TZVPD

CARTESIAN COORDINATES (ANGSTROEM)
1 C -0.780 1.406 -0.397
2 C 0.363 0.389 -0.323
3 C -0.003 -1.032 0.149
4 C -0.090 -1.238 1.631
5 O 0.976 -1.432 2.177
6 C 1.002 0.270 -1.647
7 N 1.489 0.183 -2.693
8 H -0.400 2.376 -0.734
9 H -1.235 1.536 0.589
10 H -1.551 1.082 -1.103
11 H 1.133 0.751 0.366
12 H -0.867 -1.415 -0.426
13 H 0.987 -1.557 0.202
14 H -1.022 -1.317 2.208

Calculated values
SMILES string ... C[C@H](C#N)CC=O
HOMO level ... -10.5 eV
E_tot ... -324.6710 hartree
Total charge ... 0
ΔE to the lowest compared entry with this formula, charge and spin ... 140.47 kJ/mol

C5H7NO | wB97M-V/def2-TZVPD

CARTESIAN COORDINATES (ANGSTROEM)
1 N 0.197 2.618 0.632
2 C 0.299 1.453 0.275
3 O -0.972 0.966 -1.202
4 C -0.936 -0.380 -1.575
5 C 0.078 -0.948 -0.597
6 C 1.461 -0.526 -0.719
7 C 0.914 0.190 0.472
8 H -0.713 3.045 0.482
9 H -0.590 -0.557 -2.641
10 H -1.901 -0.960 -1.546
11 H -0.209 -1.766 0.041
12 H 1.680 0.120 -1.562
13 H 2.214 -1.254 -0.473
14 H 1.214 -0.105 1.491

Calculated values
HOMO level ... -8.7 eV
E_tot ... -324.5688 hartree
Total charge ... 0
ΔE to the lowest compared entry with this formula, charge and spin ... 408.66 kJ/mol

C5H7NO | wB97M-V/def2-TZVPD

CARTESIAN COORDINATES (ANGSTROEM)
1 C -0.069 0.216 1.659
2 C -0.772 -0.221 0.445
3 C -0.438 0.204 -0.885
4 C 0.390 1.432 -1.136
5 O 0.975 2.061 -0.288
6 C 0.479 -2.473 -0.119
7 N 1.022 -2.353 -1.156
8 H 0.977 -0.099 1.562
9 H -0.499 -0.212 2.563
10 H -0.013 1.314 1.703
11 H -1.624 -0.893 0.550
12 H 0.313 -0.709 -1.052
13 H -1.211 0.025 -1.640
14 H 0.471 1.706 -2.206

Calculated values
HOMO level ... -9.6 eV
E_tot ... -324.5476 hartree
Total charge ... 0
ΔE to the lowest compared entry with this formula, charge and spin ... 464.40 kJ/mol